Here is C5H11NO in the gas phase from OMol25. Energies are from the ωB97M-V functional and the def2-TZVPD basis.

Geometry (Å):
C: -1.654 -0.641 -0.036
C: -0.464 0.072 -0.664
C: 0.547 0.765 0.287
C: 0.197 0.933 1.749
N: 1.590 -0.226 -0.054
C: 0.749 -0.814 -1.105
O: 1.190 -0.591 -2.412
H: -1.346 -1.515 0.545
H: -2.212 0.020 0.639
H: -2.352 -0.987 -0.806
H: -0.844 0.752 -1.440
H: 0.855 1.742 -0.112
H: -0.573 1.706 1.866
H: -0.181 0.002 2.187
H: 1.082 1.249 2.314
H: 1.776 -0.877 0.704
H: 0.684 -1.906 -1.022
H: 0.955 0.316 -2.638

Computed properties:
Gap between HOMO and LUMO   10.056 eV
2S+1   1
E_HOMO   -9.05 eV
Structure (SMILES)   C[C@H]1[C@@H](C)N[C@@H]1O
ΔE to the lowest compared entry with this formula, charge and spin   151.6 kJ/mol

Here are the natural (NBO) charges for atoms 1 to 6, given in e: atom 1 (C): -0.61, atom 2 (C): -0.26, atom 3 (C): -0.04, atom 4 (C): -0.63, atom 5 (N): -0.64, atom 6 (C): 0.25



Here is 8 unconnected molecules or ions with the total composition C35H85BFO9 at a distorted geometry from OMol25. Energies are from the ωB97M-V functional and the def2-TZVPD basis.

Geometry (Å):
C: 6.816 2.854 1.041
C: 5.996 2.212 -0.065
C: 4.621 1.716 0.414
C: 4.202 0.428 -0.307
C: 2.679 0.242 -0.404
C: 2.207 -1.173 0.072
B: 1.577 -1.115 1.595
F: 2.089 -2.319 2.326
C: -0.066 -1.156 1.712
C: -0.857 -0.958 0.422
C: -0.915 0.499 -0.054
C: -1.882 1.312 0.801
C: -1.767 2.783 0.413
C: -2.746 3.714 1.136
O: -2.061 4.904 1.590
C: -1.811 5.781 0.609
C: -0.384 6.194 0.417
O: -2.643 6.219 -0.080
H: 7.719 3.336 0.667
H: 7.155 2.122 1.772
H: 6.264 3.612 1.594
H: 5.897 2.947 -0.864
H: 6.553 1.374 -0.484
H: 4.731 1.515 1.478
H: 3.895 2.512 0.264
H: 4.621 0.474 -1.318
H: 4.677 -0.409 0.199
H: 2.383 0.362 -1.450
H: 2.202 0.982 0.229
H: 3.118 -1.770 0.151
H: 1.588 -1.671 -0.683
H: 2.085 -0.157 2.180
H: -0.364 -2.073 2.226
H: -0.361 -0.346 2.389
H: -0.575 -1.635 -0.381
H: -1.903 -1.214 0.643
H: -1.393 0.460 -1.035
H: 0.067 0.959 -0.086
H: -2.900 0.948 0.665
H: -1.659 1.196 1.859
H: -0.735 3.080 0.585
H: -1.952 2.867 -0.659
H: -3.551 3.984 0.457
H: -3.211 3.222 1.981
H: -0.290 6.628 -0.568
H: -0.151 6.960 1.169
H: 0.313 5.365 0.514
C: -1.509 -6.114 2.883
C: -1.535 -4.659 3.324
C: -2.512 -4.449 4.470
O: -1.893 -3.827 2.225
H: -2.496 -6.427 2.525
H: -0.809 -6.249 2.057
H: -1.213 -6.770 3.704
H: -0.535 -4.353 3.633
H: -3.532 -4.707 4.164
H: -2.524 -3.401 4.772
H: -2.243 -5.060 5.331
H: -2.776 -4.082 1.932
C: 1.435 4.804 -2.962
C: 2.393 5.419 -1.953
C: 3.571 6.093 -2.643
O: 2.864 4.411 -1.063
H: 1.940 4.035 -3.554
H: 0.602 4.319 -2.451
H: 1.035 5.560 -3.642
H: 1.861 6.149 -1.343
H: 4.144 5.366 -3.224
H: 4.250 6.522 -1.905
H: 3.236 6.888 -3.313
H: 3.338 3.747 -1.579
C: -1.744 -7.243 7.682
C: -0.299 -6.879 7.367
C: 0.513 -6.691 8.640
O: -0.261 -5.687 6.589
H: -2.226 -6.446 8.254
H: -2.315 -7.369 6.761
H: -1.803 -8.169 8.258
H: 0.151 -7.663 6.758
H: 0.102 -5.876 9.242
H: 1.543 -6.425 8.399
H: 0.520 -7.600 9.245
H: -0.655 -4.977 7.110
C: -2.741 -3.752 -1.260
C: -3.695 -3.088 -2.241
C: -3.641 -3.784 -3.589
O: -3.353 -1.713 -2.401
H: -1.713 -3.696 -1.625
H: -2.762 -3.245 -0.295
H: -3.002 -4.803 -1.108
H: -4.713 -3.113 -1.844
H: -2.631 -3.708 -3.994
H: -4.314 -3.307 -4.305
H: -3.912 -4.840 -3.510
H: -2.451 -1.676 -2.747
C: -1.912 7.451 5.378
C: -1.439 8.269 4.186
C: -2.614 8.811 3.386
O: -0.614 7.466 3.346
H: -2.498 6.590 5.043
H: -1.060 7.062 5.937
H: -2.528 8.050 6.050
H: -0.818 9.097 4.533
H: -3.221 7.992 2.991
H: -2.261 9.390 2.531
H: -3.251 9.450 4.001
H: -1.149 6.724 3.030
C: 2.108 -2.964 -3.976
C: 0.799 -3.722 -3.821
C: 0.761 -4.956 -4.711
O: -0.295 -2.866 -4.140
H: 2.230 -2.618 -5.008
H: 2.115 -2.081 -3.336
H: 2.962 -3.590 -3.714
H: 0.671 -4.018 -2.778
H: 0.843 -4.671 -5.765
H: -0.186 -5.485 -4.593
H: 1.576 -5.642 -4.473
H: -0.200 -2.590 -5.061
C: -2.055 -1.424 -8.746
C: -1.017 -0.730 -7.878
C: 0.000 0.023 -8.721
O: -0.349 -1.692 -7.061
H: -1.578 -2.158 -9.403
H: -2.771 -1.964 -8.126
H: -2.597 -0.707 -9.364
H: -1.514 -0.037 -7.198
H: 0.541 -0.666 -9.377
H: 0.740 0.509 -8.084
H: -0.483 0.782 -9.338
H: 0.099 -2.318 -7.643

Computed properties:
Gap between HOMO and LUMO   6.506 eV
2S+1   1
Net charge   -1
E_HOMO   -4.42 eV

Here are the Mulliken charges for atoms 1 to 6, given in e: atom 1 (C): -1.46, atom 2 (C): -0.26, atom 3 (C): -0.40, atom 4 (C): -0.69, atom 5 (C): -0.33, atom 6 (C): -0.42



Here is a molecular structure, C30H22AgN4 at a distorted geometry from OMol25. Energies are from the ωB97M-V functional and the def2-TZVPD basis.

Geometry (Å):
Ag: -0.406 -0.754 -0.579
C: 4.321 -1.307 0.238
C: 3.067 -1.612 -0.344
N: 1.951 -1.487 0.360
C: 2.006 -1.038 1.626
C: 3.216 -0.598 2.203
C: 4.435 -0.716 1.440
C: 3.310 0.098 3.447
C: 2.104 0.310 4.097
C: 0.877 -0.126 3.563
C: 0.733 -0.807 2.351
N: -0.392 -1.257 1.758
C: -1.540 -1.407 2.395
C: -1.794 -1.690 3.728
C: -3.072 -1.981 4.228
C: -4.217 -1.973 3.449
C: -4.019 -1.596 2.087
C: -5.128 -1.429 1.273
C: -4.923 -1.073 -0.067
C: -3.651 -0.913 -0.515
N: -2.609 -1.007 0.257
C: -2.765 -1.361 1.570
H: 5.216 -1.535 -0.349
H: 2.933 -1.983 -1.322
H: 5.327 -0.382 1.869
H: 4.241 0.419 3.863
H: 1.913 0.841 5.034
H: 0.028 0.240 4.099
H: -0.879 -1.672 4.317
H: -3.212 -2.388 5.216
H: -5.153 -2.194 3.825
H: -6.064 -1.647 1.694
H: -5.798 -1.036 -0.677
H: -3.463 -0.646 -1.580
C: 4.059 2.431 -1.337
C: 3.143 2.075 -0.324
C: 1.921 1.499 -0.575
C: 1.467 1.180 -1.880
C: 2.411 1.565 -2.880
C: 3.679 2.108 -2.642
N: 0.386 0.439 -2.164
C: -0.592 0.905 -3.055
C: -0.646 2.157 -3.646
C: -1.698 2.492 -4.473
C: -2.646 1.591 -4.877
C: -2.599 0.331 -4.327
C: -1.611 -0.025 -3.418
H: 4.977 2.937 -1.032
H: 3.356 2.387 0.707
H: 1.258 1.226 0.230
H: 2.088 1.269 -3.872
H: 4.291 2.318 -3.473
H: 0.112 2.895 -3.372
H: -1.676 3.444 -4.846
H: -3.377 1.871 -5.605
H: -3.413 -0.342 -4.577
H: -1.484 -1.046 -3.114

Computed properties:
Gap between HOMO and LUMO   6.482 eV
2S+1   1
Net charge   -1
E_HOMO   -3.62 eV

Here are the natural (NBO) charges for atoms 1 to 6, given in e: atom 1 (Ag): 0.80, atom 2 (C): -0.26, atom 3 (C): 0.05, atom 4 (N): -0.43, atom 5 (C): 0.09, atom 6 (C): -0.06



Here is C14H17N3O in the gas phase at a distorted geometry from OMol25. Energies are from the ωB97M-V functional and the def2-TZVPD basis.

Geometry (Å):
C: 2.380 -1.499 1.275
C: 3.240 -1.734 0.027
O: 4.084 -2.602 0.077
N: 3.069 -1.012 -1.216
C: 2.996 0.450 -1.040
C: 1.518 0.905 -0.732
C: 1.448 2.045 0.301
C: -0.004 2.464 0.742
C: -1.099 1.518 0.275
C: -1.988 1.817 -0.805
C: -2.944 0.930 -1.182
C: -3.068 -0.335 -0.539
N: -4.031 -1.192 -0.989
C: -4.031 -2.339 -0.356
C: -3.142 -2.648 0.718
N: -2.233 -1.839 1.204
C: -2.206 -0.655 0.521
C: -1.245 0.318 0.905
H: 2.578 -0.544 1.785
H: 1.300 -1.550 1.061
H: 2.586 -2.296 2.001
H: 2.231 -1.380 -1.659
H: 3.714 0.831 -0.304
H: 3.232 0.896 -2.020
H: 1.043 1.284 -1.654
H: 0.965 0.003 -0.449
H: 1.916 2.924 -0.173
H: 2.042 1.844 1.206
H: -0.054 2.641 1.825
H: -0.203 3.449 0.284
H: -1.909 2.761 -1.346
H: -3.625 1.176 -1.998
H: -4.763 -3.092 -0.658
H: -3.226 -3.640 1.175
H: -0.570 0.103 1.739

Computed properties:
Gap between HOMO and LUMO   8.880 eV
2S+1   1
E_HOMO   -9.23 eV
Structure (SMILES)   CC(=O)NCCCCc1ccc2nccnc2c1
ΔE to the lowest compared entry with this formula, charge and spin   236.2 kJ/mol

Here are the natural (NBO) charges for atoms 1 to 6, given in e: atom 1 (C): -0.74, atom 2 (C): 0.69, atom 3 (O): -0.52, atom 4 (N): -0.68, atom 5 (C): -0.22, atom 6 (C): -0.43



Here is 2 unconnected molecules or ions with the total composition C5H12NO at a distorted geometry from OMol25. Energies are from the ωB97M-V functional and the def2-TZVPD basis.

Geometry (Å):
C: -0.113 0.114 -3.062
C: -0.870 -0.599 -1.923
C: -0.461 -0.138 -0.532
C: 0.397 -0.827 0.212
N: 0.655 -0.500 1.529
C: 1.516 -1.134 2.384
H: -0.195 1.204 -2.964
H: 0.957 -0.136 -2.996
H: -0.478 -0.223 -4.028
H: -1.927 -0.375 -2.004
H: -0.663 -1.658 -2.012
H: -0.944 0.770 -0.188
H: 0.943 -1.703 -0.099
H: 0.310 0.425 1.717
H: 2.006 -2.041 2.069
H: 1.917 -0.592 3.221
H: -1.519 1.883 2.997
H: -0.783 3.202 3.048
O: -0.747 2.328 2.631

Computed properties:
Gap between HOMO and LUMO (alpha / beta)   6.439 / 8.872 eV
2S+1   2
E_HOMO (alpha / beta)   -5.84 / -8.27 eV
ΔE to the lowest compared entry with this formula, charge and spin   20.8 kJ/mol

Here are the natural (NBO) charges for atoms 1 to 6, given in e: atom 1 (C): -0.60, atom 2 (C): -0.41, atom 3 (C): -0.28, atom 4 (C): -0.01, atom 5 (N): -0.56, atom 6 (C): -0.30



Here is a gas-phase ion, C23H30NO3 (charge +1) from OMol25. Energies are from the ωB97M-V functional and the def2-TZVPD basis.

Geometry (Å):
C: 3.841 0.851 -2.798
C: 2.925 0.254 -2.061
C: 2.106 0.944 -1.015
C: 0.626 0.928 -1.298
C: 0.125 0.589 -2.538
C: -1.243 0.639 -2.819
O: -1.598 0.264 -4.066
C: -2.955 0.343 -4.446
C: -2.123 1.066 -1.829
C: -1.633 1.402 -0.579
C: -0.279 1.318 -0.306
O: 0.223 1.586 0.977
C: -0.064 2.865 1.528
C: -1.091 2.782 2.678
O: -0.986 1.589 3.425
C: 0.228 1.386 4.126
C: 0.575 -0.109 4.038
N: 0.227 -0.625 2.692
C: -1.088 -1.306 2.685
C: -1.562 -1.509 1.253
C: -0.473 -2.027 0.354
C: -0.789 -2.483 -0.920
C: 0.192 -2.967 -1.763
C: 1.509 -3.006 -1.335
C: 1.838 -2.536 -0.079
C: 0.854 -2.037 0.766
C: 1.248 -1.530 2.132
H: 4.418 0.317 -3.532
H: 4.056 1.902 -2.698
H: 2.722 -0.802 -2.177
H: 2.426 1.987 -0.932
H: 2.285 0.469 -0.046
H: 0.793 0.296 -3.331
H: -2.987 0.017 -5.484
H: -3.580 -0.318 -3.840
H: -3.330 1.368 -4.378
H: -3.181 1.146 -2.014
H: -2.319 1.745 0.182
H: 0.889 3.264 1.892
H: -0.442 3.543 0.759
H: -2.110 2.755 2.289
H: -0.984 3.666 3.318
H: 1.034 1.977 3.684
H: 0.117 1.683 5.175
H: 1.640 -0.244 4.228
H: 0.016 -0.675 4.784
H: 0.140 0.209 2.049
H: -1.800 -0.687 3.232
H: -0.973 -2.266 3.195
H: -2.400 -2.208 1.253
H: -1.932 -0.566 0.844
H: -1.819 -2.460 -1.244
H: -0.069 -3.318 -2.748
H: 2.279 -3.401 -1.980
H: 2.866 -2.554 0.254
H: 2.200 -0.997 2.064
H: 1.379 -2.372 2.822

Computed properties:
Gap between HOMO and LUMO   8.924 eV
2S+1   1
Net charge   +1
E_HOMO   -10.94 eV
Structure (SMILES)   C=CCc1cc(OC)ccc1OCCOCC[N@@H+]1CCc2ccccc2C1
ΔE to the lowest compared entry with this formula, charge and spin   183.3 kJ/mol

Here are the natural (NBO) charges for atoms 1 to 6, given in e: atom 1 (C): -0.37, atom 2 (C): -0.19, atom 3 (C): -0.45, atom 4 (C): -0.04, atom 5 (C): -0.24, atom 6 (C): 0.33